Record 1
C9H22N4OP | the ωB97M-V functional and the def2-TZVPD basis

ΔE to the lowest compared entry with this formula, charge and spin	0.000	eV
HOMO	-11.63	eV
lowest unoccupied orbital energy	-2.8	eV
maximum force	0.27	eV/A
charge	+1
DFT total energy	-26979.9251	eV
2S+1	1

Atoms and positions in Å:
H1 -0.1829 0.0383 -1.8711
N1 -1.5461 -1.0462 -0.6610
H2 3.9840 -0.0466 -1.3479
H3 -4.2537 -0.6772 1.1781
C1 -0.5797 -1.1147 0.5027
C2 -1.9747 1.6080 -0.0509
C3 -0.0996 3.8706 3.2358
H4 -1.7715 -0.2777 -2.5996
N2 0.8216 -1.9813 -2.9875
C4 0.5087 3.4887 1.9663
H5 2.4460 -2.4092 -0.5185
N3 0.9937 3.1932 0.9679
H6 2.5098 -1.8243 1.1178
O1 -3.3559 -0.3372 1.1138
H7 0.2183 -2.8987 -0.3979
H8 -1.2178 -1.3025 1.3623
H9 -2.4580 2.4805 -0.4876
C5 1.9623 -1.7257 0.1801
N4 3.6508 -0.0618 -0.3939
C6 0.5021 -2.1944 0.3850
H10 0.6768 4.1650 3.9396
C7 -0.9583 -0.7093 -2.0075
H11 -1.8954 1.7373 1.0282
H12 1.7625 0.4388 0.3308
H13 -1.1588 -2.6259 -3.1079
C8 -0.4134 -1.9042 -2.7541
H14 -0.1647 -0.1165 0.6109
P1 -2.9894 0.1405 -0.3981
H15 -0.7754 4.7104 3.0859
C9 2.2093 -0.3056 -0.3318
H16 1.0609 -2.8031 -3.5411
H17 -0.9641 1.5517 -0.4561
H18 1.7513 -0.1958 -1.3185
H19 -1.9838 -1.9666 -0.7399
H20 3.8800 0.8393 0.0011
H21 -0.6539 3.0331 3.6555
H22 0.4590 -2.7710 1.3088

Mulliken population analysis, charges in e, atoms 1 to 5: H 0.25; N -0.15; H 0.27; H 0.35; C -0.48

Record 2
C20H18N2O2 | the ωB97M-V functional and the def2-TZVPD basis

ΔE to the lowest compared entry with this formula, charge and spin	17.324	eV
HOMO	-7.67	eV
lowest unoccupied orbital energy	-0.5	eV
maximum force	15.90	eV/A
DFT total energy	-28091.8811	eV
2S+1	1

Atoms and positions in Å:
H1 1.7022 -4.2699 -1.0310
H2 2.5233 -2.8548 0.8009
C1 1.2784 2.1863 -0.2342
C2 -1.5818 -0.2822 1.5471
H3 -0.7118 3.2091 0.0169
C3 -0.3428 -0.3370 -3.9841
H4 1.4247 1.2077 3.5456
H5 -3.3008 -1.1806 0.8524
C4 0.8156 -0.9488 -1.9060
N1 0.3683 1.3629 1.9650
C5 1.1106 1.1440 -1.0643
H6 -1.8536 -0.8664 3.3589
H7 -1.0868 -1.0748 -3.8569
H8 -0.2862 1.3872 3.6682
O1 2.5186 2.1518 1.7786
C6 1.5424 -3.1347 -0.9597
C7 2.2167 -2.1702 -0.1037
C8 -3.0726 0.5687 -0.2332
C9 1.1872 -0.2764 -0.8519
H9 0.2914 -0.7922 -4.6781
H10 0.1869 2.0144 -2.8406
C10 -1.1520 -0.9389 2.6049
C11 2.1010 -0.8872 0.0480
H11 2.7191 -0.4128 0.9741
C12 -0.7471 1.2115 1.1024
N2 0.2749 -0.0121 -2.6684
O2 1.5155 3.5023 -0.7548
C13 1.3658 2.0693 1.1948
C14 0.9061 -2.4737 -2.0093
H12 1.0519 -1.1568 2.4865
H13 -3.0234 2.3750 -1.1220
H14 0.2639 -1.1856 4.0603
H15 -3.9202 0.2934 -0.7047
C15 -1.4318 1.9856 0.2032
H16 -1.2931 -1.9466 2.0876
C16 -2.3444 1.7996 -0.5862
C17 0.5333 1.1688 -2.1381
H17 0.6764 -3.0216 -2.7992
C18 0.0911 -0.5518 3.0143
C19 0.5319 0.7745 3.2578
C20 -2.5665 -0.2079 0.6227
H18 -0.4820 0.5712 -4.6639

Mulliken population analysis, charges in e, atoms 1 to 5: H 0.34; H 0.16; C -0.23; C 1.21; H 0.21

Record 3
C3H4N2O3 | the ωB97M-V functional and the def2-TZVPD basis

ΔE to the lowest compared entry with this formula, charge and spin	3.828	eV
HOMO	-7.95	eV
lowest unoccupied orbital energy	0.4	eV
maximum force	6.85	eV/A
SMILES string	Nc1nc(O)c(O)o1
DFT total energy	-12295.1674	eV
2S+1	1

Atoms and positions in Å:
C1 -0.7122 0.7313 -0.1713
O1 -1.9492 -1.4426 0.1225
C2 -0.7786 -0.6459 -0.0887
N1 0.7159 1.2544 -0.1951
O2 0.5223 -1.1172 -0.0102
C3 1.3062 0.0079 -0.1193
O3 -1.7094 1.4913 0.2624
H1 2.8324 -1.0832 0.5518
N2 2.7288 -0.1912 0.0605
H2 -2.6774 -1.3738 -0.7131
H3 -1.0761 2.3660 -0.1308
H4 3.0055 0.6370 0.5123

Mulliken population analysis, charges in e, atoms 1 to 5: C 0.34; O -0.55; C 0.33; N -0.60; O -0.32

Record 4
C7H22AgO7 | the ωB97M-V functional and the def2-TZVPD basis

ΔE to the lowest compared entry with this formula, charge and spin	0.410	eV
HOMO	-12.88	eV
lowest unoccupied orbital energy	-2.6	eV
maximum force	1.29	eV/A
charge	+1
DFT total energy	-25939.3196	eV
2S+1	1

Atoms and positions in Å:
C1 30.9091 7.7609 11.7545
H1 31.8333 8.3396 11.7214
O1 30.9629 6.6887 10.8151
C2 29.6319 3.7125 14.1909
H2 26.4132 2.3429 8.8717
H3 28.6728 3.0503 9.0748
O2 30.4164 4.6969 13.5108
C3 26.8883 3.2017 8.3852
O3 28.1016 6.6688 9.3439
H4 26.9754 3.8377 13.2741
H5 27.8785 3.9180 6.6664
H6 28.8858 2.1176 6.5444
H7 31.1578 4.9472 14.0708
H8 31.0284 7.0816 9.9393
H9 28.2189 7.2364 8.5749
O4 27.7424 3.9406 12.7033
C4 26.3988 6.6002 11.2129
H10 30.2797 3.0031 14.7179
H11 26.3471 3.1687 6.3366
H12 26.6447 8.0991 9.6890
O5 27.9554 3.6865 9.1991
H13 26.0569 3.9187 8.4416
C5 26.7630 7.0208 9.7887
H14 25.5342 7.2172 11.4631
H15 29.0348 4.1886 14.9758
H16 26.1192 5.5399 11.1990
C6 28.7983 3.0409 13.1291
Ag1 29.0754 5.2738 11.1551
H17 29.4207 2.8871 12.2476
C7 27.2643 3.0466 6.9135
H18 30.7386 7.4071 12.7670
H19 28.3472 2.0949 13.4225
H20 26.0746 6.4994 9.1226
O6 27.4952 6.7522 12.1076
O7 27.9745 1.8349 6.6713
H21 27.1605 6.8382 13.0063
H22 30.0790 8.4414 11.5385

Mulliken population analysis, charges in e, atoms 1 to 5: C -0.54; H 0.32; O -0.48; C -0.24; H 0.35

Record 5
C9H10F5NSn | the ωB97M-V functional and the def2-TZVPD basis

HOMO (spin up / spin down)	1.69 / 1.69	eV
lowest unoccupied orbital energy (spin up / spin down)	5.8 / 5.8	eV
maximum force	4.85	eV/A
charge	-2
DFT total energy	-30396.9284	eV
2S+1	1

Atoms and positions in Å:
H1 2.1806 -0.9832 0.3850
C1 -1.6719 -2.4204 0.5316
H2 -2.5856 0.0548 -2.1950
C2 -2.0935 0.9974 -0.3716
C3 -2.1683 0.9400 -1.7231
H3 0.1988 -1.0067 3.4131
H4 0.7840 -0.1332 -1.8585
C4 2.5296 1.2117 0.6758
H5 1.2972 2.4202 -2.1964
C5 1.3809 0.4446 -1.1961
C6 1.6150 1.8280 -1.3516
H6 -1.9588 1.8210 -2.3186
H7 -2.6038 0.1362 0.1307
C7 -0.3420 -1.7349 0.3101
F1 -1.4562 -3.7408 0.6198
C8 1.9542 0.0159 0.0579
F2 -2.2734 -2.0051 1.6917
F3 0.6001 -2.3702 1.1278
F4 -2.5117 -2.1920 -0.5194
Sn1 -0.2306 0.4004 1.2797
H8 3.1002 1.1832 1.5974
H9 2.7456 3.2765 -0.1143
N1 1.1200 -0.4932 3.1594
H10 -1.9730 2.0066 0.0648
C9 2.3337 2.2897 -0.2151
F5 0.0291 -1.9465 -0.9852

Mulliken population analysis, charges in e, atoms 1 to 5: H 0.58; C 0.53; H 0.23; C -0.65; C -0.74

Record 6
C27H29CdN9O5PS4 | the ωB97M-V functional and the def2-TZVPD basis

ΔE to the lowest compared entry with this formula, charge and spin	0.829	eV
HOMO (spin up / spin down)	-0.44 / -2.64	eV
lowest unoccupied orbital energy (spin up / spin down)	4.0 / 4.0	eV
maximum force	0.57	eV/A
expectation value of S²	0.76
charge	-2
DFT total energy	-109318.9039	eV
2S+1	2

Atoms and positions in Å:
O1 0.0400 -2.5390 -1.2890
N1 3.6515 -6.8164 2.0190
H1 -1.5346 3.2820 -5.9185
C1 -0.6663 2.9416 -3.9815
H2 2.8178 2.1499 2.6785
C2 3.6642 -1.0885 2.6017
H3 -1.3021 4.8362 5.0121
N2 2.7821 -1.5182 1.7117
H4 2.3987 0.6698 -3.2812
C3 -4.7177 -1.0392 0.1810
C4 -3.9584 -0.4222 -2.0063
H5 2.0358 -0.6052 -2.1002
S1 0.2172 -2.3409 0.1303
S2 2.7162 2.9266 -1.4192
C5 2.2251 -4.1812 -0.1410
C6 1.2449 -3.6652 0.6899
C7 -0.5092 3.4978 3.5232
H6 -1.0053 2.6033 3.8853
H7 0.0777 -1.3318 -3.4284
H8 -0.0852 6.8066 4.0577
H9 -5.4196 -1.5235 0.8451
H10 2.3531 -3.7648 -1.1311
P1 0.8958 2.4584 -1.9238
C8 -0.6684 4.7360 4.1418
S3 -7.4004 -2.3727 -0.9509
C9 0.8590 -0.7384 -3.9012
C10 -2.8923 0.1945 -1.4061
C11 2.8583 -5.7406 1.5806
C12 -3.6065 -0.4231 0.6821
H11 -3.4070 -0.4196 1.7474
C13 3.0316 -5.2142 0.3023
C14 1.0514 -4.1913 1.9566
N3 2.0855 7.6623 1.5305
C15 -0.5552 3.3304 -5.4391
H12 -2.1536 0.7240 -1.9981
H13 3.7289 -6.8743 3.0226
Cd1 -0.5995 0.7345 0.7870
H14 1.7125 -5.6372 3.3927
C16 -6.0559 -1.7551 -1.7968
H15 4.4721 0.5641 3.7436
C17 0.7960 5.6291 2.4883
C18 1.8563 -5.2265 2.3994
H16 -0.1694 4.3462 -5.5305
N4 1.9318 0.7010 1.5575
N5 0.2408 3.3174 2.4432
H17 -4.0543 -0.3517 -3.0811
H18 4.5608 -6.8485 1.5843
H19 3.8036 -5.6191 -0.3431
N6 -6.0509 -1.8809 -3.1990
H20 -0.9994 1.9049 -3.8765
H21 0.1250 2.6599 -5.9657
H22 -5.1401 -2.0858 -3.5887
O2 0.6253 3.0971 -3.3910
H23 1.5462 -1.4156 -4.4143
C19 1.5179 6.7452 1.9306
C20 0.8798 4.3586 1.9221
H24 -1.3845 3.5721 -3.4528
C21 1.9200 -0.6132 1.2288
H25 4.3400 -1.8426 2.9978
N7 -2.6863 0.2195 -0.0770
C22 0.0001 5.8218 3.6163
C23 1.6034 0.0552 -2.8513
O3 -0.7584 -1.0907 4.7109
H26 -6.7512 -2.5448 -3.4933
S4 -0.6460 2.9227 -0.7384
H27 0.4093 -0.0743 -4.6436
H28 1.4658 4.1727 1.0263
C24 3.7464 0.2274 3.0183
C25 -0.8955 -0.3407 3.7877
H29 0.2814 -3.7719 2.5902
O4 -0.9492 -2.3693 0.9779
C26 2.8300 1.0919 2.4328
O5 0.6600 0.8883 -2.1641
N8 0.9608 -0.9171 0.3079
N9 -1.0488 0.4329 2.9021
C27 -4.9490 -1.0865 -1.2223

Mulliken population analysis, charges in e, atoms 1 to 5: O -0.73; N -0.62; H 0.40; C 0.17; H 0.31